No. 1
Density functional theory data (ωB97M-V/def2-TZVPD) for the ion C24H28ClNO3P with charge +1 at a distorted geometry.

XYZ file:
```
58
Properties=species:S:1:pos:R:3:nbo_charge:R:1
C -2.53190 -2.02651 2.76867 -0.418
N -1.35360 -2.53259 2.07630 -0.478
C -1.03146 -3.84444 2.64202 -0.411
C -0.25078 -1.58155 2.04832 -0.321
Cl 1.37445 -2.45989 1.98918 -0.003
H -3.24206 -2.85440 2.82051 0.225
H -2.27620 -1.73263 3.80006 0.176
H -3.01101 -1.17366 2.25387 0.210
H -1.99123 -4.31326 2.84489 0.214
H -0.46382 -4.47157 1.95701 0.220
H -0.47916 -3.72109 3.58179 0.186
H -0.24773 -0.97828 2.98047 0.224
C 0.27363 -3.87494 -5.15444 -0.257
O 1.15816 -2.93272 -4.51917 -0.484
C 0.91742 -2.52754 -3.23985 0.362
C 1.80426 -1.55452 -2.71708 -0.262
C 1.58015 -1.00975 -1.46503 -0.152
C 0.41904 -1.33640 -0.74653 -0.455
P -0.11025 -0.38367 0.71856 1.575
C 1.25032 0.79353 1.09274 -0.473
C 1.19033 2.11950 0.61705 -0.146
C 2.32609 2.91922 0.57267 -0.266
C 3.56555 2.45330 1.09129 0.368
O 4.63712 3.28580 0.94852 -0.481
C 5.94416 2.87149 1.39222 -0.258
C 3.60649 1.18825 1.72981 -0.333
C 2.44086 0.42538 1.76170 -0.080
C -1.52890 0.63063 0.16885 -0.467
C -2.19965 1.48995 1.07098 -0.087
C -2.99894 2.54467 0.63491 -0.332
C -3.19506 2.72385 -0.76425 0.370
O -3.90373 3.74133 -1.33472 -0.480
C -4.50811 4.77284 -0.52917 -0.259
C -2.64176 1.77948 -1.66627 -0.262
C -1.87185 0.73297 -1.19631 -0.138
C -0.34270 -2.44211 -1.17126 -0.104
C -0.14022 -3.01182 -2.42556 -0.332
H 0.71790 -4.05320 -6.13176 0.217
H 0.22651 -4.80639 -4.57998 0.185
H -0.72973 -3.44704 -5.26666 0.186
H 2.62729 -1.20889 -3.33445 0.243
H 2.29189 -0.28698 -1.06885 0.233
H 0.26017 2.52923 0.22694 0.232
H 2.29205 3.90406 0.10663 0.245
H 6.58338 3.72283 1.16943 0.218
H 5.94238 2.66790 2.46858 0.187
H 6.28478 1.98851 0.83822 0.187
H 4.53349 0.79611 2.16669 0.240
H 2.50385 -0.51988 2.29461 0.223
H -2.05156 1.34984 2.14648 0.213
H -3.43993 3.24625 1.35398 0.242
H -5.03404 5.40267 -1.24843 0.220
H -5.21790 4.34389 0.19044 0.188
H -3.74181 5.36004 -0.00501 0.188
H -2.80588 1.92142 -2.73424 0.248
H -1.47323 0.01452 -1.91528 0.241
H -1.12365 -2.84012 -0.51742 0.231
H -0.81391 -3.79362 -2.79268 0.237
```

Properties
charge = +1
max |F| = 2.93 eV/Å
Kohn-Sham gap = 0.3218 hartree
HOMO energy = -11.343 eV
LUMO level = -0.0950 hartree
2S+1 = 1

No. 2
Density functional theory data (ωB97M-V/def2-TZVPD) for a structure of composition C24H28CsGeN3O11S.

XYZ file:
```
69
Properties=species:S:1:pos:R:3:nbo_charge:R:1
Cs -0.03181 -1.78352 0.10232 0.962
O -2.57119 2.34484 0.71003 -0.714
C -1.26363 2.29842 0.46697 0.768
O -0.68289 1.48929 -0.19750 -0.554
C -0.58810 3.49769 1.10392 0.132
C -1.25639 4.72312 1.11325 -0.199
C -0.62329 5.81971 1.65671 -0.177
C 0.63382 5.64815 2.21774 -0.263
C 1.21041 4.38528 2.16602 0.053
N 0.63305 3.33299 1.59423 -0.343
C 2.57790 4.15925 2.76465 0.765
O 2.76874 4.77160 3.96858 -0.683
O 3.45362 3.52174 2.27086 -0.532
H -3.01646 1.46886 0.52164 0.537
H -2.24629 4.78524 0.68598 0.243
H -1.09612 6.79333 1.64850 0.213
H 1.17168 6.48398 2.64743 0.215
H 1.92387 5.10729 4.29034 0.482
C 3.66200 1.24803 0.12178 -0.671
C 3.86670 -0.22512 0.06723 0.387
N 2.93782 -1.11543 -0.17064 -0.506
C 3.54553 -2.35638 -0.15463 0.071
C 4.87446 -2.19546 0.12298 -0.099
N 5.07670 -0.82089 0.22497 -0.533
C 6.01264 -3.13124 0.16999 0.783
O 7.06706 -2.73437 -0.61889 -0.702
O 6.12404 -4.10463 0.85363 -0.550
C 2.87569 -3.68952 -0.52818 0.744
O 3.53355 -4.35682 -1.33782 -0.721
O 1.77726 -3.94662 0.02438 -0.809
H 2.59915 1.45570 0.22646 0.263
H 4.00702 1.71413 -0.80336 0.235
H 4.18117 1.69902 0.96837 0.228
H 5.90554 -0.36703 0.56655 0.408
H 6.72866 -2.10510 -1.26699 0.485
C -6.75339 -3.04048 5.66100 -0.622
C -5.88158 -2.50444 4.55560 -0.035
C -4.57990 -2.96508 4.38116 -0.232
C -3.78125 -2.47678 3.35871 -0.121
C -4.27842 -1.51399 2.49340 -0.352
C -5.57133 -1.04159 2.65375 -0.175
C -6.36361 -1.53690 3.67994 -0.228
S -3.23623 -0.91966 1.17372 2.418
O -4.01036 0.13597 0.51146 -1.023
O -2.04567 -0.40331 1.84033 -1.034
O -2.98862 -2.09056 0.35177 -1.011
H -6.21658 -3.77425 6.26248 0.208
H -7.64612 -3.52474 5.25928 0.210
H -7.08683 -2.24011 6.32511 0.209
H -4.18610 -3.71920 5.05374 0.198
H -2.77035 -2.84126 3.22780 0.222
H -5.93856 -0.29024 1.96778 0.239
H -7.37636 -1.16593 3.80081 0.197
C 0.20086 3.70360 -3.43962 -1.095
Ge 0.88523 2.13540 -4.45864 1.585
C 1.45352 2.94088 -6.20465 -1.105
C 2.65969 1.74239 -3.61853 -1.108
C -0.38236 0.77249 -4.64937 -1.468
H 0.88476 4.55542 -3.50562 0.193
H 0.07744 3.42780 -2.38952 0.214
H -0.77312 4.00623 -3.83192 0.210
H 2.18292 3.75077 -6.08886 0.185
H 0.56958 3.32279 -6.72066 0.208
H 1.89228 2.16011 -6.83215 0.206
H 3.31026 2.62404 -3.60161 0.190
H 3.16891 0.94585 -4.16746 0.210
H 2.50038 1.39088 -2.59721 0.215
H 0.01566 -0.24370 -4.67217 0.186
H -1.22710 0.85924 -3.96377 0.190
```

Properties
charge = -2
max |F| = 0.42 eV/Å
Kohn-Sham gap = 0.1171 hartree
HOMO energy = 0.083 eV
LUMO level = 0.1201 hartree
2S+1 = 1

No. 3
Density functional theory data (ωB97M-V/def2-TZVPD) for a cluster of 2 separate species, C24H28F2O4 in total at a distorted geometry.

XYZ file:
```
58
Properties=species:S:1:pos:R:3:nbo_charge:R:1
C 1.42169 4.53033 0.82755 -0.601
C 0.59640 3.51542 0.04679 -0.398
C 0.76427 2.09550 0.57356 -0.399
C -0.07183 1.09274 -0.23288 -0.408
C -1.52432 1.31518 -0.19118 -0.250
C -2.34795 1.30031 -1.38333 0.731
O -3.50018 1.68732 -1.51138 -0.599
O -1.65056 0.78377 -2.43255 -0.535
C -2.43531 0.85045 -3.62591 -0.074
C -1.70022 0.13299 -4.72839 -0.623
C -2.22065 1.60829 1.04921 0.733
O -3.27563 2.20800 1.18744 -0.592
O -1.52914 1.15038 2.12998 -0.540
C -2.27250 1.41997 3.32088 -0.075
C -1.49422 0.91849 4.50827 -0.624
H 1.31803 5.51715 0.37341 0.211
H 1.08058 4.58999 1.86518 0.203
H 2.48222 4.26274 0.82513 0.195
H -0.47036 3.77726 0.08064 0.216
H 0.88053 3.53355 -1.01442 0.192
H 1.82379 1.79886 0.53943 0.177
H 0.44021 2.02982 1.61943 0.221
H 0.24343 1.09474 -1.28540 0.238
H 0.08524 0.07808 0.16570 0.234
H -3.41303 0.38923 -3.44396 0.194
H -2.59710 1.90780 -3.86996 0.185
H -2.34805 0.05942 -5.60197 0.213
H -0.79821 0.67614 -5.02196 0.204
H -1.41969 -0.88508 -4.43887 0.206
H -2.45182 2.50023 3.38701 0.194
H -3.24950 0.92359 3.25537 0.190
H -2.10534 1.01948 5.40782 0.216
H -1.22047 -0.13885 4.41274 0.202
H -0.58578 1.51210 4.65895 0.204
F -1.38929 -4.92949 3.67984 -0.319
C -0.64789 -4.12634 2.85071 0.433
C 0.03409 -3.04794 3.41818 -0.287
C 0.74697 -2.21723 2.57179 -0.112
C 0.78026 -2.42785 1.15940 -0.147
C 1.55864 -1.51971 0.38389 -0.035
C 2.16695 -1.70996 -0.88700 -0.146
C 3.01063 -0.65923 -1.37629 -0.111
C 3.55086 -0.69028 -2.65035 -0.288
C 3.22065 -1.76942 -3.47011 0.435
F 3.65496 -1.75295 -4.76996 -0.318
C 2.44624 -2.84535 -3.03802 -0.283
C 2.00576 -2.85786 -1.71680 -0.133
C -0.01109 -3.48966 0.63228 -0.136
C -0.65741 -4.38353 1.48219 -0.283
H 0.01208 -2.87013 4.49153 0.245
H 1.31653 -1.37656 2.98227 0.224
H 1.88333 -0.62085 0.91622 0.225
H 3.23611 0.18043 -0.71024 0.223
H 4.19602 0.10920 -3.00654 0.245
H 2.21204 -3.66221 -3.71609 0.243
H 1.53612 -3.75355 -1.32238 0.222
H -0.13666 -3.58118 -0.44546 0.223
H -1.18042 -5.25375 1.08857 0.243
```

Properties
charge = 0
max |F| = 1.30 eV/Å
Kohn-Sham gap = 0.1311 hartree
HOMO energy = -6.414 eV
LUMO level = -0.1047 hartree
2S+1 = 1

No. 4
Density functional theory data (ωB97M-V/def2-TZVPD) for a structure of composition C24H28F3I2N7OSTb at a distorted geometry.

XYZ file:
```
67
Properties=species:S:1:pos:R:3:mulliken_spin:R:1
Tb -0.77717 0.52185 0.36034 5.951
C -0.66003 -1.01309 4.85361 0.000
C -0.99347 -1.11018 3.40183 0.000
N -1.80675 -0.38966 2.75226 0.003
N -2.54219 0.60089 3.30865 0.004
C -3.45781 1.19209 2.49272 -0.002
N -4.16641 2.17070 3.05483 0.000
S -3.70343 0.72233 0.89178 -0.002
C -0.32889 -2.12413 2.51813 -0.001
C 0.33281 -3.22308 3.03278 -0.002
C 0.81231 -4.18971 2.15802 0.001
C 0.61232 -4.02718 0.80106 -0.001
C -0.02175 -2.87237 0.36735 0.002
N -0.46419 -1.93217 1.19689 0.014
H -1.34723 -0.36980 5.39861 0.000
H 0.34734 -0.60324 4.96694 0.000
H -0.68391 -1.99025 5.33499 0.000
H -2.29649 0.99409 4.20609 0.000
H -4.02769 2.47030 4.00525 0.000
H -4.79488 2.69451 2.47051 0.000
H 0.45771 -3.34058 4.09927 0.000
H 1.32163 -5.06376 2.54386 0.000
H 0.94745 -4.76650 0.08671 0.000
H -0.17684 -2.68268 -0.69007 -0.001
I 0.42129 3.36795 4.60705 0.000
C 1.79116 2.31866 3.45221 0.001
C 3.16677 2.42059 3.76403 0.000
C 4.09392 1.69080 3.08099 0.001
I 6.09096 1.89896 3.60313 0.000
C 3.67751 0.80284 2.04797 -0.003
C 4.54616 -0.05471 1.33455 0.002
C 4.04087 -0.91157 0.40221 -0.001
C 2.65845 -0.89888 0.14874 0.003
N 1.81616 -0.10029 0.75632 0.008
C 2.30721 0.73905 1.72576 0.020
C 1.33518 1.51423 2.43774 -0.009
O 0.07292 1.37942 2.11844 -0.002
H 3.47715 3.08317 4.56030 0.000
H 5.60732 -0.03073 1.54700 0.000
H 4.67999 -1.58978 -0.14631 0.000
H 2.24641 -1.57128 -0.59648 -0.001
F -1.44118 2.78218 0.39080 0.002
C -1.11701 2.64623 -1.02891 0.006
F 0.38433 2.08240 -0.74828 0.006
F -0.87613 3.86986 -1.38683 0.000
C -3.05568 1.15301 -4.18794 0.000
C -2.53431 -0.25852 -4.43448 -0.001
N -1.08292 -0.40302 -4.28254 0.000
C -0.28940 -0.47045 -5.51286 0.000
C -0.08661 0.87987 -6.18141 0.000
C -0.52242 -0.37791 -3.05579 -0.001
C 0.97371 -0.40049 -2.96291 -0.001
N -1.21153 -0.32216 -1.95078 0.001
H -4.14303 1.16222 -4.27920 0.000
H -2.64667 1.84998 -4.91976 0.000
H -2.79095 1.52305 -3.19661 0.000
H -2.77101 -0.57595 -5.44906 0.000
H -3.02783 -0.98364 -3.78010 0.000
H -0.81021 -1.15340 -6.18542 0.000
H 0.66551 -0.93936 -5.29150 0.000
H -1.01904 1.26754 -6.59312 0.000
H 0.62517 0.78964 -7.00300 0.000
H 0.29799 1.61402 -5.47075 0.000
H 1.35934 -1.40421 -3.15651 0.000
H 1.27418 -0.08648 -1.96942 0.002
H 1.43698 0.27944 -3.67511 0.000
H -2.20315 -0.25070 -2.14453 0.002
```

Properties
charge = +1
max |F| = 1.41 eV/Å
Kohn-Sham gap (spin up / spin down) = 0.2566 / 0.2572 hartree
HOMO energy (spin up / spin down) = -10.004 / -10.008 eV
LUMO level (spin up / spin down) = -0.1111 / -0.1106 hartree
2S+1 = 7

> Which value of max |F| does entry 1 give?

2.93 eV/Å

> Among the records above, which one has the lowest charge?

C24H28CsGeN3O11S

> What is the charge in the first record?

+1